(1)
Entry from the Open Molecules 2025 dataset: a molecular structure, C32H44BrMnN3P2S at a distorted geometry (ωB97M-V with the def2-TZVPD basis set).

```
84
Properties=species:S:1:pos:R:3
C -1.200 4.891 -2.925
C -1.424 3.659 -3.573
C -1.614 3.663 -4.967
C -1.428 4.862 -5.659
N -1.138 6.000 -5.040
C -1.046 6.039 -3.712
C -1.353 2.443 -2.831
C -0.760 1.959 -1.761
C -0.223 1.538 -0.520
C 0.936 2.054 0.087
C 1.481 1.415 1.193
C 0.882 0.249 1.678
C -0.320 -0.231 1.166
C -0.877 0.442 0.093
Mn -1.818 0.606 -2.555
P 3.483 -1.729 1.471
H -1.838 2.751 -5.521
H -1.080 4.957 -1.839
H -1.511 4.885 -6.747
H -0.837 7.002 -3.238
H -1.845 0.126 -0.352
H 1.398 2.953 -0.327
H -0.791 -1.104 1.624
H 2.367 1.811 1.692
C 3.740 -3.322 2.288
C 4.505 -4.361 1.469
H 2.733 -3.705 2.530
H 4.247 -3.135 3.250
H 4.624 -5.263 2.077
H 3.954 -4.644 0.567
H 5.505 -4.018 1.183
C 2.927 -1.895 -0.238
C 3.251 -0.722 -1.174
H 1.838 -2.062 -0.225
H 3.395 -2.822 -0.608
H 3.001 -1.008 -2.205
H 2.656 0.168 -0.931
H 4.314 -0.447 -1.161
C 4.827 -0.554 1.692
C 6.229 -1.155 1.539
H 4.711 -0.113 2.695
H 4.672 0.261 0.968
H 6.973 -0.371 1.735
H 6.401 -1.965 2.261
H 6.406 -1.534 0.524
Br 1.702 -0.782 3.008
P -2.432 -1.455 -2.550
C -0.718 -2.104 -2.357
C -0.609 -3.622 -2.150
H -0.202 -1.595 -1.524
H -0.173 -1.837 -3.273
H 0.454 -3.903 -2.087
H -1.093 -3.955 -1.223
H -1.053 -4.178 -2.986
C -3.356 -1.639 -0.987
C -4.152 -2.928 -0.751
H -4.056 -0.796 -0.911
H -2.649 -1.558 -0.145
H -4.320 -3.058 0.326
H -5.135 -2.877 -1.227
H -3.627 -3.814 -1.118
C -2.836 -0.495 -4.108
C -3.249 -1.371 -5.337
H -1.907 0.087 -4.383
H -3.643 0.252 -3.985
H -3.687 -0.731 -6.115
H -2.400 -1.903 -5.787
H -4.019 -2.107 -5.061
N -3.589 1.101 2.025
C -2.921 1.347 3.167
N -1.619 1.343 3.297
C -1.242 1.633 4.595
C 0.069 1.733 5.088
C 0.287 2.017 6.439
C -0.799 2.230 7.303
C -2.116 2.149 6.826
C -2.330 1.847 5.486
S -3.849 1.677 4.627
H -4.586 1.238 2.026
H -3.082 1.041 1.148
H 0.892 1.579 4.395
H 1.304 2.082 6.828
H -0.626 2.463 8.353
H -2.984 2.314 7.459
```

Summary:
Relative energy (zero: lowest compared OMol25 entry of this formula, charge and spin): 4.743 eV
2S+1: 6
Strongest force on any atom: 3.1 eV/A
Calculated total energy: -169123.63822 eV
Net charge: +2

(2)
Entry from the Open Molecules 2025 dataset: a molecular structure, C41H43F4N6O6PS2Si2Zr at a distorted geometry (ωB97M-V with the def2-TZVPD basis set).

```
106
Properties=species:S:1:pos:R:3
Zr -0.200 -0.152 0.194
N -0.574 3.292 -0.269
P 0.044 2.739 1.247
C -0.866 3.818 2.403
C -1.603 4.951 2.076
C -2.164 5.733 3.077
C -1.997 5.392 4.413
C -1.292 4.246 4.749
C -0.745 3.457 3.748
C 1.647 3.644 1.217
C 2.313 3.909 2.411
C 3.558 4.519 2.403
C 4.151 4.875 1.199
C 3.486 4.627 0.006
C 2.246 4.005 0.014
C -0.705 2.642 -1.463
C -1.224 3.360 -2.556
C -1.336 2.754 -3.774
C -0.940 1.419 -3.914
C -0.473 0.774 -2.812
N -0.343 1.352 -1.590
H -0.891 4.247 -0.300
H -1.766 5.260 1.049
H -2.735 6.613 2.808
H -2.423 6.015 5.190
H -1.175 3.957 5.787
H -0.220 2.546 4.017
H 1.857 3.656 3.361
H 4.066 4.716 3.338
H 5.129 5.340 1.190
H 3.937 4.918 -0.937
H 1.755 3.799 -0.929
H -1.521 4.392 -2.409
H -1.732 3.302 -4.620
H -1.001 0.902 -4.861
H -0.196 -0.264 -2.889
C -0.869 -4.866 0.850
Si -1.680 -3.239 0.414
C -3.212 -3.516 -0.607
C -2.167 -2.597 2.112
N -0.485 -2.188 -0.402
C 0.163 -2.692 -1.538
C -0.144 -3.882 -2.224
C 0.599 -4.317 -3.311
C 1.684 -3.590 -3.785
C 2.002 -2.394 -3.159
C 1.234 -2.006 -2.091
F 1.506 -0.789 -1.512
H -1.584 -5.491 1.397
H -0.019 -4.677 1.515
H -0.501 -5.444 -0.002
H -3.946 -4.067 -0.010
H -3.027 -4.078 -1.524
H -3.663 -2.565 -0.887
H -3.239 -2.775 2.235
H -2.013 -1.544 2.320
H -1.633 -3.162 2.880
H -0.987 -4.473 -1.894
H 0.319 -5.245 -3.796
H 2.264 -3.939 -4.630
H 2.823 -1.766 -3.481
F -3.308 2.794 -0.115
C -4.047 1.690 -0.172
F -4.488 1.520 -1.411
F -5.065 1.816 0.659
S -3.079 0.177 0.286
O -4.073 -0.657 0.860
O -1.962 0.645 1.187
O -2.392 -0.259 -0.931
C 5.226 0.774 2.880
Si 4.798 0.124 1.190
C 5.870 0.874 -0.134
C 5.020 -1.728 1.178
C 3.035 0.474 0.782
C 1.844 0.599 0.537
H 5.994 0.151 3.350
H 4.347 0.772 3.534
H 5.604 1.797 2.829
H 6.925 0.852 0.158
H 5.586 1.912 -0.322
H 5.764 0.318 -1.071
H 6.085 -1.979 1.194
H 4.577 -2.180 0.285
H 4.555 -2.181 2.061
O 1.362 -3.199 10.294
S 1.644 -2.193 9.299
O 0.500 -1.412 8.869
O 2.864 -1.430 9.497
C 2.081 -3.143 7.804
N 2.711 -4.321 7.910
C 3.033 -4.923 6.774
C 2.672 -4.432 5.525
C 2.031 -3.211 5.525
N 1.786 -2.551 6.644
C 1.564 -2.505 4.300
C 1.894 -2.894 3.004
C 1.406 -2.173 1.941
N 0.580 -1.126 2.099
C 0.298 -0.728 3.345
C 0.766 -1.374 4.458
H 3.598 -5.846 6.862
H 2.869 -4.998 4.623
H 2.542 -3.740 2.814
H 1.680 -2.426 0.930
H -0.342 0.141 3.434
H 0.527 -1.045 5.463
```

Summary:
Relative energy (zero: lowest compared OMol25 entry of this formula, charge and spin): 1.611 eV
2S+1: 1
Strongest force on any atom: 1.1 eV/A
Calculated total energy: -123308.88373 eV

(3)
Entry from the Open Molecules 2025 dataset: a molecular structure, C29H40InN3O4Si2 at a distorted geometry (ωB97M-V with the def2-TZVPD basis set).

```
79
Properties=species:S:1:pos:R:3
In 6.520 6.338 14.934
C 5.508 8.420 17.250
C 4.736 7.670 18.136
C 3.678 6.999 17.386
C 3.823 7.297 16.072
C 5.094 8.063 15.915
C 5.030 9.134 14.818
C 3.049 6.779 14.858
C 2.696 6.069 18.064
C 4.798 7.599 19.663
C 6.730 9.202 17.608
H 4.850 8.771 13.833
H 5.951 9.698 14.806
H 4.265 9.853 15.165
H 3.728 6.820 13.977
H 2.174 7.398 14.700
H 2.624 5.794 14.993
H 2.061 5.658 17.276
H 2.078 6.573 18.826
H 3.228 5.241 18.599
H 5.751 7.956 20.038
H 4.836 6.539 19.957
H 3.955 8.046 20.119
H 7.618 8.660 17.322
H 6.758 9.392 18.689
H 6.722 10.214 17.148
C 6.027 1.550 15.199
Si 5.132 3.165 15.549
C 3.239 2.753 15.603
C 5.638 3.775 17.238
N 5.512 4.511 14.526
C 5.233 4.402 13.136
C 4.705 3.269 12.542
C 4.342 3.193 11.190
C 4.545 4.240 10.380
C 5.176 5.390 10.869
C 5.479 5.529 12.260
N 6.139 6.642 12.796
Si 6.991 7.708 11.795
C 5.752 8.831 10.834
C 8.144 8.854 12.804
C 8.142 6.958 10.523
H 5.700 0.786 15.910
H 7.080 1.684 15.377
H 5.907 1.207 14.198
H 3.064 1.780 16.066
H 2.766 2.713 14.589
H 2.702 3.512 16.209
H 5.214 3.220 18.082
H 5.150 4.783 17.233
H 6.716 3.847 17.394
H 4.607 2.345 13.127
H 3.782 2.361 10.870
H 4.223 4.264 9.353
H 5.256 6.167 10.153
H 4.758 8.448 11.096
H 5.785 8.743 9.750
H 5.805 9.886 11.085
H 7.590 9.352 13.601
H 8.389 9.607 12.048
H 9.060 8.320 13.171
H 7.734 6.262 9.777
H 9.054 6.504 11.125
H 8.601 7.792 10.012
O 11.102 4.843 20.783
C 11.369 5.539 19.762
O 12.457 6.056 19.437
C 10.210 5.751 18.777
C 8.844 5.881 19.154
C 7.868 6.023 18.213
N 8.184 6.147 16.903
C 9.436 6.167 16.528
C 10.489 6.016 17.435
C 9.672 6.490 15.053
O 10.784 6.758 14.652
O 8.596 6.526 14.363
H 8.627 5.726 20.184
H 6.817 6.141 18.447
H 11.523 6.093 17.141
```

Summary:
Relative energy (zero: lowest compared OMol25 entry of this formula, charge and spin): 1.311 eV
2S+1: 1
Strongest force on any atom: 2.6 eV/A
Calculated total energy: -64317.91139 eV
Net charge: -2

Among the records above, which one has the lowest relative energy (zero: lowest compared OMol25 entry of this formula, charge and spin)? C29H40InN3O4Si2

What is the 2S+1 in the third record? 1